Here is a 2-piece molecular cluster, C4H11N2O2 overall from OMol25. Energies are from wB97M-V/def2-TZVPD.

- HOMO level (eV) = -4.27
- 2S+1 = 1
- gap between HOMO and LUMO (eV) = 8.17
- charge = -1
- relative energy (zero: lowest compared OMol25 entry of this formula, charge and spin) (kJ/mol) = 12.6

CARTESIAN COORDINATES (ANGSTROEM)
1 N 0.23037 -2.11370 2.74789
2 C 0.39790 -1.26240 1.61648
3 O -0.02471 -0.07891 1.74335
4 O 0.92131 -1.78067 0.61567
5 H 0.94129 -2.83264 2.78244
6 H 0.13887 -1.62680 3.62111
7 C -0.88389 2.12371 -2.53117
8 C -0.29178 0.91746 -1.81197
9 C 0.99217 1.33692 -1.09742
10 N -1.26879 0.32501 -0.91099
11 H -0.22883 2.50177 -3.32303
12 H -1.82663 1.88084 -3.03200
13 H -1.03786 2.93228 -1.81028
14 H -0.00386 0.19275 -2.58871
15 H 1.42901 0.49589 -0.56384
16 H 1.69442 1.69650 -1.86285
17 H 0.79330 2.15714 -0.40417
18 H -2.02868 0.94107 -0.69772
19 H -0.80617 0.00798 -0.04705

Atoms 1-3, force components in eV/Å:
0.1 -0.5 0.2
0.0 0.6 0.0
-0.1 -0.3 0.1